DFT (wB97M-V/def2-TZVPD) results for a 21-piece molecular cluster, C57H122Cl36NO10P3 overall in a non-equilibrium geometry.

## Properties
Gap between HOMO and LUMO = 0.30339 hartree
Electronic energy = -561728.838 eV
Molar mass = 2350.830 g/mol
LUMO energy = -0.1 eV

The geometry in ORCA input format:
```
! wB97M-V def2-TZVPD RIJCOSX def2/J DEFGRID3
* xyz 0 1
C 0.361 3.588 -5.995
C 1.562 4.402 -5.420
O 2.021 5.371 -6.049
N 2.100 3.964 -4.304
H 0.262 4.377 -3.167
H 1.461 3.240 -3.821
C 3.058 4.827 -3.582
H -0.289 4.324 -6.471
H -0.218 2.996 -5.302
H 0.752 3.083 -6.786
H 2.951 4.658 -2.490
H 2.668 5.859 -3.830
H 4.110 4.734 -3.862
C -3.352 4.581 3.304
C -2.770 4.601 1.921
C -3.752 4.002 0.919
C -3.176 3.590 -0.409
P -4.397 2.721 -1.544
C -6.156 3.297 -1.301
C -7.011 2.771 -2.486
C -8.499 2.977 -2.270
C -8.787 4.553 -2.316
C -4.019 2.942 -3.234
C -4.202 4.400 -3.652
C -3.478 4.701 -4.924
C -3.368 6.183 -5.198
C -4.367 0.973 -1.137
C -4.460 0.668 0.356
C -4.763 -0.742 0.684
C -6.025 -1.361 0.147
H -2.770 5.132 4.032
H -3.457 3.520 3.626
H -4.377 4.984 3.264
H -1.863 4.019 1.848
H -2.497 5.660 1.570
H -4.546 4.709 0.743
H -4.204 3.067 1.374
H -2.340 2.878 -0.288
H -2.643 4.449 -0.938
H -6.124 4.374 -1.115
H -6.539 2.816 -0.396
H -6.862 1.707 -2.538
H -6.832 3.252 -3.458
H -8.825 2.559 -1.320
H -9.065 2.614 -3.113
H -8.285 5.110 -1.489
H -9.823 4.801 -2.283
H -8.618 5.001 -3.266
H -4.622 2.181 -3.789
H -3.027 2.546 -3.294
H -3.808 5.108 -2.943
H -5.276 4.688 -3.768
H -4.002 4.186 -5.713
H -2.483 4.265 -4.877
H -2.800 6.361 -6.062
H -2.963 6.725 -4.359
H -4.391 6.635 -5.276
H -3.410 0.694 -1.635
H -5.115 0.476 -1.796
H -5.255 1.232 0.971
H -3.484 0.989 0.821
H -4.546 -1.078 1.717
H -3.945 -1.190 0.057
H -6.267 -0.820 -0.756
H -6.840 -1.253 0.840
H -5.820 -2.412 -0.129
C 5.910 2.085 1.386
C 4.976 1.654 0.269
C 3.586 1.240 0.711
C 2.739 0.505 -0.353
P 1.432 -0.427 0.436
C 2.066 -1.802 1.433
C 3.207 -2.705 0.966
C 3.508 -3.854 1.914
C 4.569 -4.778 1.351
C 0.508 0.690 1.488
C -0.544 -0.155 2.224
C -1.529 0.689 3.093
C -2.268 -0.298 3.987
C 0.440 -1.011 -0.870
C -0.750 -1.831 -0.521
C -1.297 -2.637 -1.687
C -2.385 -3.539 -1.155
H 6.869 2.449 0.978
H 6.179 1.235 2.032
H 5.476 2.890 2.055
H 5.446 0.808 -0.242
H 5.014 2.509 -0.433
H 3.012 2.108 1.096
H 3.773 0.555 1.601
H 3.419 -0.168 -0.874
H 2.236 1.211 -1.083
H 1.259 -2.481 1.763
H 2.311 -1.308 2.325
H 4.096 -2.099 0.940
H 2.926 -3.085 -0.038
H 2.616 -4.352 2.327
H 4.004 -3.453 2.793
H 4.332 -5.038 0.333
H 4.697 -5.706 1.969
H 5.571 -4.327 1.317
H 0.108 1.337 0.715
H 1.128 1.215 2.147
H -0.123 -0.852 2.939
H -1.139 -0.775 1.537
H -2.244 1.251 2.487
H -0.939 1.452 3.563
H -1.649 -0.840 4.716
H -2.709 -1.102 3.378
H -3.096 0.172 4.519
H 1.208 -1.475 -1.540
H 0.116 -0.118 -1.427
H -1.581 -1.122 -0.287
H -0.618 -2.513 0.320
H -0.639 -3.259 -2.276
H -1.767 -1.965 -2.367
H -3.084 -2.889 -0.478
H -1.960 -4.287 -0.480
H -3.038 -3.955 -1.882
P -0.249 2.344 -2.119
O 0.956 1.693 -2.760
O -1.571 1.547 -2.338
O -0.560 3.715 -3.035
O -0.058 2.676 -0.674
C -4.478 0.271 8.567
Cl -5.257 -1.134 9.337
Cl -5.111 0.651 6.947
Cl -2.775 0.037 8.486
H -4.756 1.118 9.175
C 2.984 0.108 -4.129
Cl 4.550 0.995 -3.735
Cl 3.211 -1.653 -3.851
Cl 2.463 0.319 -5.788
H 2.243 0.544 -3.430
C -0.047 -6.077 -5.704
Cl 0.562 -4.439 -5.258
Cl 0.923 -6.821 -6.929
Cl -1.740 -5.925 -6.376
H -0.092 -6.568 -4.771
C -1.211 -5.304 4.102
Cl -0.353 -3.819 3.749
Cl -0.286 -6.655 3.547
Cl -2.701 -5.194 3.122
H -1.324 -5.439 5.186
C 3.981 -5.490 5.834
Cl 5.317 -5.137 4.747
Cl 2.719 -4.255 5.596
Cl 4.529 -5.684 7.472
H 3.498 -6.409 5.586
C 7.557 -0.941 -2.220
Cl 8.542 0.106 -1.198
Cl 6.632 -2.145 -1.243
Cl 8.570 -1.846 -3.254
H 6.835 -0.432 -2.785
C -0.148 -7.475 -2.251
Cl -1.658 -6.649 -2.679
Cl 1.195 -6.333 -2.162
Cl 0.084 -8.783 -3.403
H -0.230 -7.948 -1.276
C 1.857 -0.339 6.540
Cl 2.161 0.659 5.043
Cl 0.571 -1.473 6.331
Cl 1.616 0.717 7.907
H 2.748 -0.939 6.616
C -2.168 -0.297 -4.712
Cl -3.678 -1.074 -4.043
Cl -2.545 0.885 -6.017
Cl -0.973 -1.392 -5.134
H -1.803 0.401 -3.909
C 4.001 -9.425 -0.923
Cl 5.005 -8.097 -1.451
Cl 2.988 -9.005 0.532
Cl 4.910 -10.867 -0.476
H 3.307 -9.694 -1.705
C 8.883 -3.784 2.567
Cl 7.525 -2.628 2.484
Cl 8.879 -4.894 1.177
Cl 8.988 -4.792 4.099
H 9.732 -3.132 2.455
C 4.431 -4.949 -4.798
Cl 4.101 -6.618 -4.946
Cl 5.461 -4.374 -6.152
Cl 5.200 -4.654 -3.251
H 3.488 -4.462 -4.864
C 8.596 4.695 -1.061
C 7.341 5.352 -0.460
O 6.144 4.784 -0.994
H 9.488 4.872 -0.431
H 8.832 5.066 -2.039
H 8.309 3.584 -1.073
H 7.429 6.379 -0.792
H 7.427 5.197 0.648
H 5.334 5.172 -0.620
C 2.027 4.553 2.934
C 0.985 4.512 1.789
O 1.607 4.322 0.516
H 1.662 4.501 3.943
H 2.706 5.300 2.572
H 2.580 3.587 2.933
H 0.447 5.496 1.726
H 0.217 3.790 1.947
H 0.834 4.031 -0.084
C 2.663 7.676 -0.846
C 3.617 7.333 0.271
O 3.901 5.890 0.498
H 2.527 8.700 -0.766
H 1.691 7.194 -0.712
H 3.047 7.359 -1.788
H 3.214 7.660 1.253
H 4.606 7.786 0.238
H 3.049 5.401 0.443
C -3.931 -2.929 6.495
C -3.712 -4.226 7.220
O -2.417 -4.678 6.779
H -4.026 -3.111 5.419
H -3.118 -2.177 6.666
H -4.812 -2.403 6.822
H -4.435 -5.020 7.043
H -3.747 -3.980 8.292
H -2.138 -5.458 7.265
C -5.346 -7.933 0.966
C -4.035 -7.733 0.260
O -4.132 -8.247 -1.115
H -5.687 -8.995 1.092
H -6.148 -7.481 0.350
H -5.354 -7.419 1.942
H -3.213 -8.219 0.772
H -3.825 -6.659 0.192
H -3.514 -8.985 -1.116
*
```

Here are the Löwdin charges for atoms 1 to 6, given in e: number 1, C, carries 0.005; number 2, C, carries -0.563; number 3, O, carries -0.001; number 4, N, carries -0.009; number 5, H, carries 0.124; number 6, H, carries 0.095